{
  "formula": "C11H25BN4O4PS",
  "method": "ωB97M-V/def2-TZVPD",
  "e_tot_ha": -1718.3243,
  "total_charge": 1,
  "homo_ev": -12.247,
  "multiplicity": 1,
  "lumo_ev": -4.61,
  "elements": ["C", "N", "C", "B", "O", "N", "C", "C", "N", "C", "C", "N", "C", "P", "S", "C", "H", "H", "H", "H", "H", "H", "H", "H", "H", "H", "H", "H", "H", "H", "H", "H", "H", "H", "H", "C", "O", "C", "O", "O", "C", "H", "H", "H", "H", "H", "H"],
  "xyz": [[-2.113, 1.552, -1.944], [-1.681, 0.134, -1.995], [-2.204, -0.547, -3.205], [-0.258, -0.001, -1.930], [0.619, 0.356, -2.884], [0.307, -0.724, -0.685], [-0.275, -1.761, -0.209], [0.435, -2.291, 1.014], [-0.123, -1.478, 2.115], [0.345, -3.810, 1.293], [-0.502, -4.536, 0.272], [-0.080, -5.189, -0.719], [1.873, -1.788, 0.684], [2.756, -2.780, -0.620], [3.736, -4.323, -0.016], [1.546, -0.415, 0.102], [-2.319, 1.848, -0.914], [-1.371, 2.242, -2.359], [-3.037, 1.659, -2.508], [-1.896, -1.596, -3.208], [-1.847, -0.095, -4.135], [-3.293, -0.532, -3.175], [1.515, 0.621, -2.634], [-1.210, -2.126, -0.621], [-0.847, -0.845, 1.790], [-0.537, -2.060, 2.832], [1.343, -4.249, 1.301], [-0.074, -3.963, 2.289], [-1.586, -4.473, 0.413], [0.944, -5.239, -0.733], [2.548, -1.769, 1.539], [1.760, -3.023, -1.584], [3.521, -1.776, -1.237], [2.301, 0.018, -0.554], [1.289, 0.324, 0.861], [-0.503, 2.199, 2.453], [0.353, 3.133, 1.795], [-0.131, 4.388, 1.768], [-1.187, 4.725, 2.229], [0.750, 5.158, 1.147], [0.370, 6.543, 1.057], [0.017, 1.246, 2.392], [-0.662, 2.464, 3.496], [-1.467, 2.137, 1.945], [0.252, 6.967, 2.051], [-0.559, 6.645, 0.500], [1.182, 7.033, 0.531]]
}